(1)
Here is a 3-piece molecular cluster, C4H12FO2S2 overall from the Open Molecules 2025 dataset. Energies are from wB97M-V/def2-TZVPD.

```
21
Properties=species:S:1:pos:R:3:forces:R:3:mulliken_charge:R:1
F 2.440 -3.953 0.953 0.06 0.03 -0.08 -1.00
C -1.423 -2.686 -2.815 0.59 0.75 0.77 -0.92
S -3.070 -2.877 -2.044 -0.42 0.74 -0.27 0.48
O -3.062 -2.189 -0.701 0.07 -0.40 -1.62 -0.58
C -4.005 -1.766 -3.249 0.03 -0.50 0.51 -0.93
H -1.007 -1.715 -2.547 -0.35 0.28 0.28 0.31
H -1.319 -2.717 -3.899 -0.59 -0.60 0.03 0.33
H -0.760 -3.378 -2.295 -0.11 -0.31 -0.25 0.35
H -4.030 -2.107 -4.284 0.81 -0.22 -0.02 0.35
H -3.593 -0.761 -3.153 -0.16 -0.02 -0.02 0.29
H -5.066 -1.819 -3.006 0.11 0.28 0.66 0.31
C 3.035 1.692 1.746 0.10 -0.68 1.20 -0.89
S 1.497 2.638 2.279 -0.48 -0.43 -0.55 0.45
O 0.474 1.741 2.947 1.74 0.98 -0.31 -0.58
C 2.282 3.720 3.526 0.75 -0.13 0.91 -0.97
H 3.813 1.702 2.509 0.13 0.79 0.10 0.26
H 3.448 1.956 0.772 -0.41 0.45 0.12 0.29
H 2.881 0.613 1.751 -0.99 -0.03 -0.36 0.41
H 1.597 4.374 4.066 -0.59 -0.43 -0.29 0.32
H 3.050 4.410 3.178 -0.05 -0.22 -0.91 0.37
H 2.816 3.124 4.267 -0.25 -0.33 0.12 0.32
```
Positions in Å, forces in eV/Å.

## Properties
- Net charge: -1
- Max |F|: 2.02 eV/Å
- HOMO level: -0.10745 Eh
- Relative energy (zero: lowest compared OMol25 entry of this formula, charge and spin): 47.2 kcal per mole
- Orbital gap: 5.509 eV
- E: -1206.2212 hartree

---

(2)
Here is a 2-piece molecular cluster, C4H12N2 overall from the Open Molecules 2025 dataset. Energies are from wB97M-V/def2-TZVPD.

```
18
Properties=species:S:1:pos:R:3:forces:R:3:mulliken_charge:R:1
C 0.219 -4.414 2.620 0.95 -0.90 0.28 -1.01
C 1.629 -3.847 2.491 0.38 0.02 -0.43 -0.33
N 1.749 -2.680 1.627 0.17 0.07 0.64 -0.55
H -0.359 -3.877 3.358 -0.46 0.31 -0.15 0.30
H -0.214 -4.454 1.630 -0.50 0.20 -0.08 0.31
H 0.298 -5.456 2.968 -0.15 0.22 0.04 0.31
H 2.053 -3.572 3.453 -0.15 -0.11 0.36 0.24
H 2.285 -4.634 2.109 0.01 0.13 -0.10 0.31
H 1.958 -2.877 0.665 -0.37 0.00 -0.13 0.22
H 0.961 -2.060 1.757 0.12 0.07 -0.43 0.22
C -2.350 4.081 -2.713 0.44 -0.44 0.02 -0.73
C -0.060 4.115 -2.276 0.71 0.58 -0.71 -0.64
N -1.216 3.495 -2.061 -0.97 -0.23 0.36 -0.60
H -2.557 3.597 -3.703 -0.09 0.05 0.12 0.15
H -2.204 5.150 -2.952 -0.16 0.16 0.17 0.21
H -3.238 3.949 -2.075 -0.04 0.16 -0.31 0.24
H 0.022 5.144 -2.678 -0.18 -0.18 0.15 0.15
H 0.834 3.726 -1.817 0.28 -0.11 0.20 0.23
```
Positions in Å, forces in eV/Å.

## Properties
- Net charge: -1
- Spin multiplicity: 2
- Max |F|: 1.34 eV/Å
- HOMO level (spin up / spin down): 0.04176 / -0.11007 Eh
- Relative energy (zero: lowest compared OMol25 entry of this formula, charge and spin): 28.4 kcal per mole
- Orbital gap (spin up / spin down): 1.613 / 5.740 eV
- E: -269.0083 hartree